Entry 1:
{
  "formula": "C43H44BrN2P2RbS4Te",
  "method": "wB97M-V/def2-TZVPD",
  "species": ["Rb", "C", "C", "S", "C", "C", "S", "C", "C", "S", "C", "C", "S", "H", "H", "H", "H", "H", "H", "H", "H", "H", "H", "H", "H", "H", "H", "H", "H", "Te", "C", "C", "C", "N", "C", "C", "C", "P", "C", "C", "C", "C", "C", "C", "C", "C", "C", "C", "C", "C", "P", "C", "C", "C", "C", "C", "C", "C", "C", "C", "C", "C", "C", "H", "H", "H", "H", "H", "H", "H", "H", "H", "H", "H", "H", "H", "H", "H", "H", "H", "H", "H", "H", "H", "H", "H", "H", "Br", "C", "C", "C", "N", "C", "C", "H", "H", "H", "H"],
  "positions_angstrom": [[-1.2719, -0.6547, -0.0762], [-3.9977, -0.9919, 3.6019], [-4.0418, -2.4424, 3.1373], [-2.5249, -2.9037, 2.2552], [-3.0730, -4.3894, 1.3764], [-4.1064, -4.1748, 0.2787], [-3.4300, -3.2213, -1.1078], [-4.9272, -2.8807, -2.0645], [-6.0369, -2.1205, -1.3436], [-5.4668, -0.5359, -0.6665], [-6.2952, -0.5487, 0.9481], [-5.6822, 0.4934, 1.8751], [-3.9374, 0.2861, 2.3152], [-3.1053, -0.8263, 4.2092], [-4.8571, -0.7908, 4.2449], [-4.9024, -2.6091, 2.4926], [-4.1503, -3.0840, 4.0150], [-3.4713, -5.0988, 2.1040], [-2.1606, -4.8263, 0.9671], [-4.9743, -3.6542, 0.6840], [-4.4411, -5.1483, -0.0863], [-5.3338, -3.8159, -2.4545], [-4.5716, -2.3050, -2.9208], [-6.4414, -2.7156, -0.5249], [-6.8523, -1.9550, -2.0497], [-6.2136, -1.5473, 1.3780], [-7.3569, -0.3232, 0.8262], [-6.2710, 0.5548, 2.7924], [-5.7270, 1.4758, 1.3998], [3.7908, -2.0522, 0.3169], [5.6541, -1.2843, -0.3474], [6.3243, -1.8927, -1.3992], [7.5411, -1.3727, -1.8156], [8.1122, -0.3041, -1.2730], [7.4633, 0.2802, -0.2684], [6.2524, -0.1713, 0.2305], [2.5921, -0.3038, 0.2052], [1.5100, -0.4839, 1.6549], [2.6751, -0.5347, 3.0645], [2.4448, -1.4426, 4.0894], [3.2964, -1.4929, 5.1873], [4.3779, -0.6344, 5.2654], [4.6091, 0.2837, 4.2466], [3.7619, 0.3343, 3.1557], [0.7974, 1.1993, 1.9918], [-0.4585, 1.2742, 2.5908], [-1.0330, 2.4995, 2.9056], [-0.3459, 3.6710, 2.6274], [0.9186, 3.6113, 2.0550], [1.4836, 2.3854, 1.7458], [1.6936, -0.5716, -1.3605], [1.0657, 1.0633, -1.9661], [0.1822, 1.0470, -3.0475], [-0.2549, 2.2267, -3.6278], [0.1537, 3.4480, -3.1101], [1.0255, 3.4798, -2.0319], [1.4894, 2.2952, -1.4783], [3.0455, -0.6953, -2.5867], [4.0414, 0.2772, -2.6602], [5.0231, 0.2026, -3.6334], [5.0203, -0.8465, -4.5435], [4.0390, -1.8223, -4.4722], [3.0533, -1.7462, -3.4965], [5.8948, -2.7421, -1.9147], [8.0767, -1.8338, -2.6393], [7.9442, 1.1506, 0.1663], [5.7750, 0.3454, 1.0522], [1.6052, -2.1245, 4.0169], [3.1161, -2.2117, 5.9772], [5.0444, -0.6769, 6.1174], [5.4567, 0.9553, 4.3072], [3.9409, 1.0318, 2.3469], [-0.9789, 0.3496, 2.8357], [-2.0122, 2.5342, 3.3671], [-0.7867, 4.6300, 2.8697], [1.4646, 4.5255, 1.8561], [2.4744, 2.3266, 1.3134], [-0.1516, 0.0923, -3.4457], [-0.9219, 2.1945, -4.4813], [-0.1964, 4.3714, -3.5550], [1.3597, 4.4297, -1.6322], [2.2073, 2.3097, -0.6730], [4.0503, 1.0821, -1.9354], [5.8006, 0.9551, -3.6741], [5.7895, -0.9059, -5.3032], [4.0391, -2.6468, -5.1746], [2.2906, -2.5132, -3.4293], [-4.5909, 5.1648, -3.6285], [-3.8210, 3.6920, -2.7193], [-3.1971, 3.8733, -1.4990], [-2.6426, 2.7601, -0.8841], [-2.6805, 1.5378, -1.4053], [-3.2868, 1.3894, -2.5782], [-3.8756, 2.4269, -3.2798], [-3.1311, 4.8482, -1.0389], [-2.1308, 2.8639, 0.0682], [-3.2965, 0.3858, -2.9906], [-4.3530, 2.2555, -4.2336]],
  "forces_ev_per_a": [[-0.39, -0.06, 0.02], [0.00, 0.07, -0.04], [0.01, -0.08, -0.03], [-0.01, 0.04, 0.02], [-0.01, 0.01, 0.04], [-0.03, 0.06, -0.07], [0.02, -0.13, 0.06], [0.02, -0.01, 0.05], [0.01, 0.05, 0.02], [-0.06, -0.04, 0.05], [0.00, -0.01, -0.05], [0.04, -0.01, -0.02], [-0.01, -0.06, 0.02], [0.01, 0.01, 0.00], [0.01, 0.02, 0.00], [0.01, 0.00, -0.01], [0.01, -0.02, -0.03], [0.03, -0.01, -0.01], [0.00, 0.00, 0.01], [0.00, 0.00, -0.01], [0.00, 0.01, -0.01], [0.02, 0.00, -0.01], [0.00, -0.01, -0.02], [0.00, 0.00, 0.00], [0.00, 0.01, 0.02], [0.01, 0.01, -0.01], [0.02, -0.01, -0.02], [0.03, 0.01, 0.01], [-0.01, 0.01, 0.02], [0.27, -0.25, -0.01], [-0.03, 0.07, -0.01], [-0.04, -0.11, 0.08], [-0.01, -0.07, 0.00], [0.14, 0.07, -0.08], [-0.05, -0.02, 0.05], [-0.12, 0.04, 0.02], [0.05, 0.15, 0.01], [-0.11, -0.08, -0.04], [-0.02, 0.09, 0.12], [0.06, 0.04, 0.00], [-0.07, -0.09, 0.03], [0.06, 0.03, 0.04], [0.05, 0.03, 0.01], [-0.07, -0.06, 0.00], [0.10, 0.04, 0.04], [0.04, -0.03, -0.07], [-0.05, 0.01, 0.02], [-0.05, 0.04, 0.03], [0.04, 0.02, -0.03], [-0.03, 0.00, 0.02], [0.06, -0.18, 0.05], [0.05, 0.10, -0.01], [0.03, -0.01, 0.12], [-0.05, 0.00, -0.05], [-0.03, 0.05, -0.07], [0.00, 0.00, 0.03], [-0.04, -0.03, -0.02], [0.03, 0.04, -0.15], [-0.04, -0.03, -0.07], [-0.01, 0.05, 0.00], [0.05, 0.01, -0.06], [-0.02, -0.05, -0.02], [0.04, 0.05, 0.00], [-0.01, -0.02, -0.01], [-0.01, -0.01, -0.01], [-0.01, 0.01, 0.01], [-0.01, 0.02, 0.01], [0.00, 0.00, 0.00], [0.00, 0.00, 0.00], [0.01, 0.00, 0.01], [0.00, 0.01, 0.00], [0.04, -0.01, 0.01], [0.00, 0.03, -0.03], [0.00, 0.01, -0.01], [-0.01, 0.01, 0.00], [0.01, 0.00, 0.00], [0.00, 0.01, -0.01], [0.03, -0.01, -0.02], [0.00, 0.02, 0.00], [-0.01, 0.01, -0.01], [0.00, 0.01, 0.00], [0.03, -0.02, 0.01], [0.00, 0.01, 0.01], [0.01, 0.00, 0.00], [0.01, 0.00, -0.01], [0.01, 0.00, -0.01], [0.00, 0.01, 0.00], [0.07, -0.13, 0.09], [-0.02, 0.00, -0.01], [-0.02, 0.08, -0.03], [0.09, 0.01, 0.03], [-0.08, 0.03, 0.06], [-0.02, 0.04, -0.04], [-0.02, 0.06, -0.05], [0.00, 0.01, 0.01], [0.00, 0.02, 0.01], [-0.02, -0.01, -0.02], [0.00, -0.01, 0.00]],
  "de_lowest_kcal_mol": 22.6,
  "e_tot_ev": -188194.06402,
  "e_lumo_ev": -0.3,
  "molar_mass_g_mol": 1072.03
}

***

Entry 2:
{
  "formula": "C43H44GeN3OsP2",
  "method": "wB97M-V/def2-TZVPD",
  "species": ["Os", "C", "C", "N", "C", "C", "C", "C", "C", "C", "C", "N", "C", "C", "C", "C", "C", "C", "C", "C", "N", "C", "H", "H", "H", "H", "H", "H", "H", "H", "H", "H", "H", "H", "C", "P", "C", "C", "C", "P", "C", "C", "H", "H", "H", "H", "H", "H", "H", "H", "H", "H", "H", "H", "H", "H", "H", "H", "C", "Ge", "C", "C", "C", "C", "C", "C", "C", "C", "C", "C", "C", "C", "C", "C", "C", "C", "C", "C", "H", "H", "H", "H", "H", "H", "H", "H", "H", "H", "H", "H", "H", "H", "H", "H"],
  "positions_angstrom": [[-0.8925, -0.4086, -0.5907], [0.0153, 4.2879, 1.6319], [-0.5622, 3.4326, 0.6875], [-0.7779, 2.1539, 0.9273], [-0.4363, 1.6010, 2.1506], [-0.0519, 2.4758, 3.2001], [0.2614, 3.8188, 2.8815], [-0.0673, 2.0173, 4.5277], [-0.5231, 0.7529, 4.7803], [-0.7202, -0.1551, 3.7334], [-0.5148, 0.1837, 2.3993], [-0.3654, -0.7374, 1.3757], [0.1400, -2.0255, 1.6231], [0.6626, -2.5073, 2.8083], [1.0476, -3.8538, 2.9621], [1.0319, -4.7193, 1.9124], [0.7051, -4.2276, 0.6311], [0.8920, -4.9964, -0.5377], [0.6396, -4.4417, -1.7546], [0.1299, -3.1363, -1.8114], [-0.1059, -2.3995, -0.7492], [0.2304, -2.9040, 0.4889], [0.1920, 5.3218, 1.3708], [-0.8801, 3.7812, -0.2850], [0.6691, 4.4614, 3.6517], [0.1971, 2.7003, 5.3242], [-0.7166, 0.4386, 5.7979], [-1.0911, -1.1446, 3.9524], [0.8131, -1.8382, 3.6385], [1.3928, -4.1868, 3.9325], [1.3218, -5.7552, 2.0319], [1.2667, -6.0088, -0.4527], [0.8055, -4.9888, -2.6720], [-0.0898, -2.6775, -2.7659], [-2.5269, -1.4815, -3.6806], [-1.6848, -0.1392, -2.7615], [-2.7915, 1.2453, -3.2241], [-0.2668, 0.1991, -3.8450], [0.6025, 1.2284, -3.1693], [1.1463, 0.6481, -1.5010], [2.4633, -0.5109, -1.9946], [2.1012, 2.1166, -1.0088], [-2.4336, -1.3197, -4.7559], [-3.5849, -1.4718, -3.4178], [-2.1243, -2.4602, -3.4244], [-3.0452, 1.1618, -4.2818], [-2.3133, 2.2100, -3.0462], [-3.7072, 1.1972, -2.6377], [-0.6066, 0.5412, -4.8261], [0.2882, -0.7311, -4.0008], [0.0552, 2.1656, -3.0251], [1.4809, 1.4468, -3.7827], [3.0906, -0.0619, -2.7650], [2.0291, -1.4361, -2.3678], [3.0812, -0.7532, -1.1282], [2.7788, 2.3851, -1.8181], [2.6803, 1.8990, -0.1097], [1.4372, 2.9503, -0.7895], [-1.6983, 1.4029, 0.0383], [-3.4627, 1.1784, 1.0604], [-4.8584, 0.7810, -0.2513], [-4.7549, -0.3949, -0.9974], [-5.8002, -0.8230, -1.8024], [-6.9631, -0.0667, -1.8854], [-7.0787, 1.1062, -1.1554], [-6.0382, 1.5192, -0.3305], [-3.8006, -0.1979, 2.4092], [-3.3295, -1.5084, 2.3176], [-3.6400, -2.4449, 3.2923], [-4.4557, -2.0922, 4.3604], [-4.9820, -0.8102, 4.4299], [-4.6563, 0.1311, 3.4607], [-3.6010, 2.9687, 1.8277], [-3.9013, 4.0511, 0.9943], [-3.8489, 5.3538, 1.4745], [-3.4941, 5.5902, 2.7967], [-3.1917, 4.5251, 3.6343], [-3.2387, 3.2231, 3.1508], [-2.0236, 2.1050, -0.7328], [-3.8428, -0.9849, -0.9374], [-5.7261, -1.7564, -2.3478], [-7.7780, -0.3955, -2.5175], [-7.9884, 1.6906, -1.2115], [-6.1499, 2.4199, 0.2631], [-2.6973, -1.7997, 1.4863], [-3.2385, -3.4491, 3.2252], [-4.6793, -2.8159, 5.1335], [-5.6448, -0.5415, 5.2430], [-5.0742, 1.1298, 3.5235], [-4.1794, 3.8692, -0.0397], [-4.0814, 6.1828, 0.8176], [-3.4387, 6.6058, 3.1680], [-2.9127, 4.7101, 4.6649], [-2.9822, 2.3982, 3.8080]],
  "forces_ev_per_a": [[2.26, 1.64, -1.21], [0.14, 0.20, -0.27], [0.01, 0.18, 0.03], [-0.42, 0.09, 0.35], [0.21, -0.15, -0.05], [0.01, -0.15, -0.08], [-0.12, -0.15, 0.07], [0.10, 0.17, 0.08], [-0.10, -0.14, -0.07], [-0.29, 0.24, 0.16], [0.28, -0.10, -0.26], [-0.08, -0.25, 0.36], [-0.05, 0.24, -0.05], [0.07, -0.07, 0.02], [0.12, 0.20, 0.02], [0.12, -0.14, -0.03], [-0.10, 0.11, 0.01], [-0.01, -0.02, 0.07], [-0.07, -0.02, -0.15], [-0.11, -0.05, -0.11], [0.17, 0.05, 0.54], [-0.10, -0.04, -0.07], [0.03, -0.04, -0.06], [-0.11, 0.08, 0.06], [-0.12, 0.01, 0.03], [-0.01, -0.01, 0.00], [0.09, -0.07, -0.01], [0.17, -0.04, 0.07], [-0.12, -0.10, 0.09], [-0.04, 0.01, 0.01], [0.04, 0.02, -0.04], [-0.01, 0.00, 0.02], [-0.01, 0.02, -0.01], [-0.04, -0.04, -0.01], [-0.05, -0.01, 0.14], [-0.11, -0.32, 0.38], [0.08, -0.01, 0.09], [-0.04, -0.05, -0.43], [0.45, 0.23, 0.07], [-2.18, -1.20, -0.92], [0.10, -0.03, 0.43], [-0.16, -0.22, 0.77], [-0.03, -0.01, 0.01], [0.00, -0.04, -0.02], [0.00, 0.00, -0.02], [0.02, 0.06, -0.01], [-0.01, -0.01, -0.02], [0.00, 0.05, -0.02], [0.04, 0.00, -0.01], [-0.01, 0.00, 0.00], [0.02, 0.01, -0.03], [0.04, 0.12, 0.09], [0.02, 0.02, 0.03], [0.01, 0.03, -0.01], [0.02, -0.07, -0.03], [-0.02, -0.06, -0.04], [0.03, 0.08, 0.00], [0.05, 0.02, -0.07], [-0.30, -0.77, 0.19], [0.03, 0.24, -0.34], [0.01, 0.06, -0.01], [-0.15, 0.05, 0.13], [0.00, -0.02, 0.04], [0.03, 0.02, -0.05], [-0.01, 0.01, 0.04], [0.11, 0.00, -0.05], [0.22, -0.03, 0.01], [-0.10, 0.11, 0.00], [0.00, -0.03, -0.02], [0.05, 0.04, -0.02], [0.00, 0.00, 0.03], [0.08, -0.05, -0.03], [-0.18, -0.02, 0.03], [0.05, -0.04, 0.11], [0.01, -0.04, -0.04], [0.07, -0.01, -0.03], [0.02, -0.01, -0.01], [-0.04, 0.05, -0.06], [0.11, 0.19, 0.11], [-0.04, -0.09, 0.00], [0.03, 0.03, -0.02], [0.00, 0.00, 0.02], [0.01, 0.00, 0.00], [-0.04, 0.00, -0.03], [0.02, -0.06, 0.03], [-0.03, 0.00, -0.03], [-0.05, 0.00, -0.03], [0.02, 0.01, -0.01], [0.00, -0.01, 0.06], [0.00, 0.06, 0.00], [-0.02, 0.00, 0.02], [-0.05, -0.02, 0.02], [-0.01, -0.01, -0.01], [-0.03, 0.03, 0.02]],
  "total_charge": 1,
  "de_lowest_kcal_mol": 28.4,
  "e_tot_ev": -127333.15052,
  "e_lumo_ev": -3.0,
  "molar_mass_g_mol": 927.63
}

***

| no. | highest occupied orbital energy (eV) |
| --- | --- |
| 1 | -5.69 |
| 2 | -9.13 |